This record from the OMol25 dataset describes a cluster of 16 separate species, C46H134N10O16 in total at a distorted geometry. The level of theory is the ωB97M-V functional and the def2-TZVPD basis.

Summary:
highest occupied orbital energy: -7.98 eV
ΔE to the lowest compared entry with this formula, charge and spin: 0.0 kcal per mole
LUMO level: 0.15 eV
HOMO-LUMO gap: 8.13 eV
strongest force on any atom: 2.4 eV/A

Geometry as XYZ:
```
206
Properties=species:S:1:pos:R:3:mulliken_charge:R:1
C 0.10972 5.27467 -1.20268 -0.227
C 0.57479 5.25193 0.23842 2.120
C 1.45558 6.48180 0.53167 -1.416
O 2.49224 6.53885 -0.43063 -0.261
C 3.09836 7.81990 -0.52603 -1.042
N -0.61242 5.24812 1.10298 -0.482
H -0.43359 4.35834 -1.44196 -0.030
H 0.96675 5.31245 -1.87226 -0.844
H -0.59814 6.08040 -1.41208 0.804
H 1.19657 4.37989 0.46328 -1.375
H 1.88446 6.43353 1.53861 0.387
H 0.79929 7.36072 0.45586 0.422
H 2.34147 8.57406 -0.75571 0.346
H 3.79393 7.75435 -1.36176 0.314
H 3.65071 8.05184 0.38800 0.307
H -0.40862 5.28764 2.09594 0.243
H -1.13034 6.08824 0.86016 0.349
C 5.45411 2.39794 3.57736 -1.381
C 4.56698 1.46894 4.39795 0.001
C 3.95422 2.20371 5.60712 -0.611
O 5.02552 2.54174 6.45675 -0.336
C 4.63167 3.32431 7.57301 -0.763
N 3.47216 0.96653 3.53886 0.010
H 4.84275 3.20881 3.17488 0.329
H 5.95073 1.89281 2.74330 0.227
H 6.28935 2.83236 4.13461 0.457
H 5.11868 0.64945 4.86345 0.475
H 3.27746 1.49186 6.08884 0.410
H 3.42430 3.06724 5.18488 0.318
H 3.61726 3.12124 7.93460 0.322
H 4.64983 4.40043 7.38723 0.273
H 5.31631 3.01088 8.35963 0.265
H 4.00333 0.43703 2.85048 -0.092
H 3.05267 1.70981 2.97834 -0.063
C 3.57896 3.09243 -4.16211 -1.686
C 2.97420 4.16965 -3.27491 3.077
C 3.70758 4.49807 -1.97064 -0.174
O 3.96780 3.26577 -1.30866 -0.344
C 5.01093 3.39697 -0.35560 -0.751
N 2.69226 5.37711 -4.06399 -0.690
H 2.88293 2.87945 -4.96874 0.246
H 3.71672 2.19044 -3.56320 0.168
H 4.55525 3.35422 -4.57810 0.402
H 2.01274 3.75379 -2.95750 -1.691
H 3.21233 5.20801 -1.29629 -0.164
H 4.65713 5.00535 -2.21063 0.675
H 5.98171 3.20132 -0.81921 0.320
H 4.93961 2.72760 0.50374 -0.042
H 4.95881 4.39849 0.08565 0.296
H 2.13451 6.01654 -3.49908 0.289
H 3.56859 5.88927 -4.16733 0.354
C -0.49430 -0.71288 -3.47378 -0.435
C -1.90531 -0.87511 -4.11214 0.169
C -2.71998 -1.83805 -3.26873 -0.258
O -2.16339 -3.10332 -3.45948 -0.331
C -2.86428 -4.20056 -2.90089 -0.463
N -2.42652 0.46376 -4.38718 -0.651
H -0.69024 -0.49257 -2.41786 -0.167
H 0.06713 0.12491 -3.87903 0.382
H 0.08067 -1.63690 -3.54571 -0.001
H -1.79310 -1.35418 -5.08930 0.567
H -3.77348 -1.79565 -3.58231 0.421
H -2.75010 -1.51252 -2.22102 -0.110
H -3.87642 -4.29391 -3.31916 0.355
H -3.05784 -3.86175 -1.87184 -0.080
H -2.28191 -5.10816 -2.99817 0.310
H -1.68595 1.05252 -4.74972 0.125
H -2.65732 0.95723 -3.52511 0.131
C -3.88245 3.99604 -2.76089 -1.654
C -3.44777 3.37589 -1.41427 1.018
C -4.56744 2.64657 -0.70460 -0.467
O -5.57100 3.50607 -0.20701 -0.458
C -5.19090 4.34537 0.85491 -0.459
N -2.37490 2.40951 -1.74685 1.513
H -3.90186 3.25943 -3.56648 0.289
H -3.13194 4.73406 -3.06588 0.283
H -4.83732 4.52751 -2.79013 0.339
H -3.02167 4.26098 -0.92903 -0.051
H -4.19722 2.05796 0.14729 0.307
H -5.05141 1.94102 -1.38119 0.292
H -4.11848 4.55384 0.86147 0.020
H -5.41713 3.84848 1.80680 0.268
H -5.76513 5.26919 0.84090 0.284
H -1.48606 2.87838 -1.82702 -1.345
H -2.38814 1.75068 -0.97289 -0.319
C -0.90137 -0.52470 5.02367 -1.283
C 0.43068 -0.99152 5.59988 0.437
C 0.34029 -2.24011 6.42949 -0.088
O -0.55591 -2.07075 7.50383 -0.387
C -1.10538 -3.27529 7.96139 -0.806
N 1.44720 -1.12958 4.53878 0.028
H -1.61892 -0.42399 5.83891 0.534
H -1.25384 -1.28972 4.32609 -0.009
H -0.84722 0.44088 4.52442 0.222
H 0.77850 -0.14334 6.21219 0.281
H 1.33229 -2.49757 6.82348 0.395
H -0.02218 -3.04809 5.77713 -0.104
H -1.61982 -3.08411 8.90420 0.288
H -0.42313 -4.11868 8.09290 0.321
H -1.91952 -3.60193 7.29758 0.301
H 1.67504 -0.25284 4.07828 -0.409
H 2.30743 -1.37231 5.02603 0.235
C -2.86377 -8.03210 1.15345 -1.643
C -1.79993 -6.93949 1.18754 1.320
C -1.55061 -6.29690 2.52926 -0.196
O -2.71603 -5.74394 3.14103 -0.468
C -3.02282 -4.44124 2.70569 0.025
N -0.52447 -7.48335 0.72801 -0.749
H -3.82065 -7.61079 1.46858 0.293
H -2.59628 -8.83130 1.84949 0.358
H -2.95751 -8.46016 0.15721 0.429
H -2.08865 -6.20828 0.41028 -0.185
H -0.75371 -5.55312 2.45328 -0.205
H -1.29867 -7.09902 3.23007 0.352
H -2.35532 -3.65756 3.08399 -0.210
H -4.02480 -4.24407 3.10382 0.291
H -3.16498 -4.35866 1.62249 0.088
H -0.46500 -7.78441 -0.23602 0.326
H 0.21436 -6.77567 0.78978 0.287
C -5.07319 -1.90115 -0.84448 -0.580
C -6.04975 -2.53215 0.14195 0.160
C -7.45662 -2.63943 -0.40358 -0.813
O -8.35384 -3.16408 0.53457 -0.294
C -9.68149 -3.17070 0.12835 -0.789
N -5.47738 -3.85826 0.50229 -0.471
H -5.15319 -2.41847 -1.80469 0.256
H -4.05805 -2.05570 -0.49054 -0.208
H -5.25454 -0.83899 -1.01656 0.210
H -6.11815 -1.91400 1.04240 0.387
H -7.41958 -3.21510 -1.34258 0.362
H -7.79044 -1.63009 -0.69026 0.415
H -10.08216 -2.24363 -0.29829 0.309
H -10.32341 -3.46922 0.95579 0.271
H -9.88106 -3.92317 -0.65124 0.317
H -6.14960 -4.24945 1.16560 0.309
H -5.60551 -4.45952 -0.31270 0.248
C 0.92654 1.67333 -1.15148 1.368
C 1.03347 1.61621 0.35224 0.921
C 0.76331 0.23089 0.90517 -0.242
O -0.55895 -0.21622 0.64197 0.711
C -0.75077 -1.57892 0.95001 -0.184
N 2.34898 2.05069 0.87231 0.481
H 1.72855 1.16888 -1.69555 0.480
H 0.84705 2.71681 -1.46427 -1.177
H 0.01650 1.15268 -1.46338 -1.101
H 0.30432 2.27426 0.84225 -0.642
H 0.93290 0.12490 1.97965 -0.591
H 1.45722 -0.43205 0.35960 0.656
H -1.01706 -1.75818 1.99443 -0.466
H 0.13174 -2.17819 0.70070 0.258
H -1.56991 -1.90797 0.30880 -0.204
H 2.97836 1.26745 0.66729 0.101
H 2.77004 2.74625 0.24714 -0.263
C 0.60423 -0.49138 -7.10607 -1.662
C 2.00976 0.07467 -6.93562 1.559
C 2.88266 -0.80973 -6.05139 -1.162
O 2.38832 -0.76993 -4.72492 0.250
C 3.23711 -1.46777 -3.84349 -0.745
N 2.64724 0.07950 -8.28171 -0.823
H 0.64576 -1.51178 -7.48300 0.309
H -0.01041 0.15212 -7.73592 0.348
H 0.04309 -0.53209 -6.16757 0.351
H 2.03638 1.12042 -6.62655 -0.279
H 3.91124 -0.42051 -6.01729 0.316
H 2.96717 -1.79265 -6.53108 0.327
H 4.16712 -0.91818 -3.65018 0.374
H 3.44768 -2.48643 -4.18349 0.426
H 2.68486 -1.52571 -2.90229 -0.134
H 2.67987 1.03030 -8.64312 0.294
H 3.65275 -0.08509 -8.22738 0.246
C 2.90437 -5.77694 0.74375 -0.761
O 1.52547 -5.38203 0.79007 -0.274
H 3.06114 -6.28249 -0.20673 0.331
H 3.51240 -4.86984 0.75986 0.196
H 3.15208 -6.44292 1.57014 0.308
H 1.37795 -4.83077 1.57978 0.128
C 5.48120 -0.50415 -0.29788 -0.752
O 4.29038 -0.49586 0.44682 -0.237
H 5.32232 -0.33675 -1.36437 0.144
H 6.14300 0.29912 0.04202 0.250
H 6.05288 -1.43561 -0.26257 0.346
H 4.24698 -1.17147 1.12676 0.166
C -1.53051 1.92810 2.66749 -0.890
O -1.85879 2.48502 1.41454 0.254
H -1.81781 0.87615 2.62459 0.176
H -0.45039 1.95592 2.83978 0.388
H -2.06622 2.33465 3.53190 0.487
H -1.41096 3.33717 1.29509 -0.127
C -0.30956 3.45183 -4.38966 -0.051
O -1.32096 3.19572 -5.36549 -0.521
H -0.44189 4.46122 -3.98891 0.167
H -0.30292 2.68082 -3.62315 -0.296
H 0.68006 3.44687 -4.85525 0.404
H -1.04752 3.66223 -6.15966 0.365
C 0.64924 -4.05517 -2.26805 -0.305
O 0.96515 -5.40444 -1.90866 -0.668
H 0.09416 -3.53064 -1.48767 0.183
H 1.59390 -3.54615 -2.48046 0.264
H 0.06916 -4.11705 -3.18396 0.229
H 1.29400 -5.34276 -0.99432 0.377
C 1.43726 -4.83510 4.16920 -0.816
O 1.38210 -3.87791 3.12868 -0.252
H 0.47342 -5.03435 4.65057 0.285
H 1.86126 -5.77100 3.80993 0.296
H 2.08079 -4.45569 4.97476 0.384
H 1.20547 -3.00564 3.52285 -0.003
```



This record from the OMol25 dataset describes a structure of composition C46H27Cl5N4O2Pb at a distorted geometry. The level of theory is the ωB97M-V functional and the def2-TZVPD basis.

Summary:
highest occupied orbital energy (spin up / spin down): -7.40 / -7.40 eV
ΔE to the lowest compared entry with this formula, charge and spin: 42.4 kcal per mole
LUMO level (spin up / spin down): -2.59 / -2.58 eV
HOMO-LUMO gap (spin up / spin down): 4.82 / 4.82 eV
strongest force on any atom: 3.5 eV/A

Geometry as XYZ:
```
85
Properties=species:S:1:pos:R:3:mulliken_charge:R:1
Pb 0.00521 0.97210 0.85519 1.338
Cl 4.19932 1.53031 -8.12660 -0.202
C 3.56703 1.45852 -6.56585 0.497
C 3.91747 0.38445 -5.69249 -1.070
C 3.25046 0.33145 -4.43962 -0.464
C 2.28401 1.28506 -4.10275 0.351
C 1.87323 2.27849 -5.05360 -0.522
C 2.62675 2.45495 -6.21813 -1.032
C 1.60094 1.11124 -2.81690 1.286
C 0.19611 1.01101 -2.86053 -0.320
C -0.60300 0.87134 -4.09986 -0.841
C -1.94636 0.75408 -3.69700 -1.635
C -1.92405 0.98572 -2.22940 -0.424
C -3.04121 1.15477 -1.20610 3.140
C -4.38441 1.50807 -1.90011 0.254
C -5.59291 1.02902 -1.40420 -0.592
C -6.75251 1.49745 -1.95663 -1.025
C -6.77762 2.44199 -3.01058 0.143
Cl -8.23863 2.96452 -3.69166 -0.209
C -5.56548 2.90480 -3.41041 -1.047
C -4.35628 2.40118 -2.92086 -0.539
C -3.06526 -0.09355 -0.27915 -0.178
N -2.15061 -0.26050 0.68210 -0.566
C -2.27395 -1.55591 1.11868 -0.347
C -1.58764 -2.33915 2.13955 1.740
C -2.31555 -3.36061 2.87404 -0.114
C -1.87021 -4.68561 2.90308 -0.465
C -2.68833 -5.68175 3.28408 -1.011
C -3.83846 -5.30893 3.96837 0.527
Cl -5.12570 -6.42595 4.09327 -0.210
C -4.18365 -3.98399 4.27886 -0.816
C -3.46559 -3.01397 3.62823 0.007
C -0.19373 -2.25456 2.38923 -0.193
C 0.57315 -2.99250 3.37640 -0.757
C 1.85411 -2.52614 3.25308 -1.497
C 1.82027 -1.61266 2.08759 -0.168
N 0.58987 -1.46761 1.58550 -0.319
C 2.92627 -0.83758 1.61684 1.169
C 2.99947 -0.17886 0.33662 1.113
C 4.18338 0.29259 -0.31400 -1.032
C 3.80308 0.73275 -1.59870 -1.074
C 2.36001 0.70056 -1.64723 0.212
N 1.93182 0.10024 -0.47043 -0.184
C 3.93945 -0.47597 2.68670 -0.144
C 5.33822 -0.60143 2.57400 -0.111
C 6.17853 -0.22754 3.61546 -0.985
C 5.65949 0.28819 4.78450 0.470
Cl 6.74077 0.96168 5.90314 -0.221
C 4.25721 0.38196 4.93352 -1.093
C 3.38656 -0.04551 3.91010 -0.118
C -3.36921 -2.14202 0.41732 -1.045
C -3.88294 -1.26392 -0.50419 -1.627
N -0.66257 1.12243 -1.76742 0.253
H 4.70536 -0.34281 -5.90520 0.395
H 3.40807 -0.51174 -3.79094 0.644
H 1.13010 2.99685 -4.81537 0.567
H 2.37479 3.26541 -6.89818 0.388
H -0.17682 0.84913 -5.10231 0.532
H -2.90308 0.49879 -4.20664 0.563
H -5.60893 0.27007 -0.63733 0.792
H -7.68509 1.10023 -1.62507 0.431
H -5.58438 3.70688 -4.08714 0.454
H -3.42169 2.69262 -3.31896 0.614
H -0.88413 -4.96108 2.60617 0.639
H -2.38520 -6.72110 3.10856 0.386
H -5.08047 -3.76270 4.87603 0.397
H -3.84184 -1.98908 3.74188 0.424
H 0.27671 -3.76290 4.10490 0.599
H 2.57309 -2.58534 4.01053 0.598
H 5.20227 0.27399 0.09075 0.333
H 4.41242 1.06540 -2.51114 0.516
H 5.82733 -0.97342 1.67778 0.469
H 7.23812 -0.15466 3.46641 0.417
H 3.80017 0.92971 5.77762 0.336
H 2.32578 -0.04996 4.04680 0.531
H -3.73450 -3.12723 0.65037 0.601
H -4.71789 -1.30746 -1.21043 0.876
C 2.11110 4.49216 2.28759 -1.240
C 1.49486 3.17358 1.96214 0.920
O 1.37663 2.22882 2.87133 -0.680
O 1.27367 3.01866 0.69427 -0.703
H 2.01490 4.80684 3.34546 0.325
H 1.69567 5.23832 1.60048 0.345
H 3.18376 4.51851 2.05756 0.284
Cl -2.60711 2.54883 -0.17896 -0.055
```



- Number 1 is which compound?
  C46H134N10O16